C10H30O5 | the ωB97M-V functional and the def2-TZVPD basis

As for the LUMO energy: 0.5 eV. As for the total energy: -775.08259 Ha. As for the spin multiplicity: 1. The total charge is 0. For the gap between HOMO and LUMO, the calculation gives 10.58 eV.

Last column: Löwdin charge in e.
Positions of all 45 atoms, in Å:
C -7.197 -1.413 24.614  -0.073
C -5.865 -1.658 25.430  -0.302
O -4.948 -0.565 25.253  -0.092
H -6.973 -1.682 23.582  0.068
H -7.576 -0.398 24.730  0.066
H -7.937 -2.066 25.077  0.063
H -5.530 -2.607 25.011  0.098
H -5.977 -1.738 26.512  0.102
H -4.260 -0.821 25.871  0.070
C -3.142 -7.464 20.511  -0.065
C -4.575 -7.890 21.010  -0.341
O -5.101 -7.075 22.010  -0.079
H -2.767 -8.058 19.678  0.070
H -2.472 -7.661 21.348  0.060
H -3.183 -6.380 20.401  0.072
H -4.665 -8.920 21.357  0.103
H -5.209 -7.779 20.131  0.099
H -6.041 -7.264 22.053  0.083
C -1.914 -9.989 13.291  -0.086
C -2.779 -11.109 12.730  -0.349
O -4.141 -10.982 13.010  -0.084
H -2.165 -9.042 12.814  0.070
H -0.921 -10.205 12.895  0.073
H -1.952 -9.846 14.370  0.076
H -2.337 -12.049 13.063  0.108
H -2.867 -11.004 11.649  0.110
H -4.646 -11.736 12.697  0.083
C -9.343 -7.295 26.540  -0.089
C -9.992 -7.976 25.332  -0.319
O -9.869 -7.050 24.264  -0.093
H -8.260 -7.190 26.478  0.071
H -9.595 -7.840 27.449  0.067
H -9.748 -6.300 26.727  0.072
H -11.069 -8.062 25.479  0.108
H -9.543 -8.939 25.088  0.107
H -10.523 -7.386 23.647  0.075
C -2.283 -7.882 26.954  -0.087
C -2.629 -9.367 26.670  -0.273
O -1.403 -10.097 27.044  -0.106
H -3.159 -7.245 26.828  0.065
H -1.526 -7.515 26.261  0.069
H -1.976 -7.787 27.996  0.072
H -3.065 -9.664 25.716  0.102
H -3.418 -9.662 27.362  0.092
H -1.315 -10.893 26.514  0.066